Computed, not measured: C32H56AgBN4O4P2Si as an isolated structure, with wB97M-V/def2-TZVPD.

Each line ends with the Löwdin charge.
Positions of all 101 atoms, in Å:
Ag 0.505 -0.069 -1.227  0.444
C 2.264 -3.954 -2.464  -0.126
C 2.572 -4.090 -0.965  -0.714
C 4.068 -3.828 -0.782  -0.114
C 2.252 -5.522 -0.527  -0.102
P 1.590 -2.672 -0.176  1.092
C -0.073 -3.505 -0.118  -0.330
N -1.177 -2.576 -0.060  -0.056
B -1.188 -1.135 -0.343  -0.525
N -2.583 -0.787 -0.039  -0.039
C -3.280 0.481 -0.035  -0.338
P -2.243 1.997 -0.345  1.121
C -3.623 3.089 -1.066  -0.719
C -3.742 2.621 -2.524  -0.130
C -3.139 4.541 -1.090  -0.118
C -5.012 3.042 -0.423  -0.103
C -1.915 2.584 1.419  -0.700
C -3.126 3.029 2.240  -0.103
C -0.896 3.728 1.347  -0.100
C -1.239 1.412 2.142  -0.106
C -3.296 -1.908 0.339  -0.191
C -4.625 -2.062 0.697  -0.034
C -5.083 -3.340 1.037  -0.137
C -4.229 -4.431 1.017  -0.138
C -2.885 -4.282 0.657  -0.034
C -2.424 -3.020 0.324  -0.192
C 2.016 -2.540 1.655  -0.694
C 0.838 -1.815 2.321  -0.102
C 3.237 -1.619 1.785  -0.108
C 2.266 -3.849 2.403  -0.104
H 2.840 -4.696 -3.029  0.077
H 2.528 -2.957 -2.825  0.060
H 1.206 -4.113 -2.684  0.070
H 4.639 -4.502 -1.431  0.077
H 4.391 -4.000 0.245  0.059
H 4.323 -2.801 -1.051  0.077
H 2.838 -6.225 -1.132  0.076
H 1.200 -5.769 -0.671  0.066
H 2.500 -5.699 0.518  0.055
H -0.118 -4.178 0.748  0.079
H -0.155 -4.141 -1.008  0.080
H -3.808 0.604 0.920  0.080
H -4.058 0.458 -0.807  0.075
H -2.786 2.714 -3.041  0.071
H -4.485 3.233 -3.049  0.075
H -4.056 1.577 -2.597  0.068
H -2.128 4.614 -1.497  0.080
H -3.137 4.987 -0.095  0.058
H -3.804 5.140 -1.723  0.077
H -5.422 2.032 -0.393  0.066
H -5.703 3.655 -1.015  0.076
H -5.010 3.436 0.593  0.051
H -3.558 3.960 1.867  0.056
H -2.805 3.208 3.272  0.083
H -3.910 2.269 2.269  0.068
H -1.304 4.623 0.875  0.056
H -0.011 3.422 0.789  0.061
H -0.572 3.999 2.356  0.091
H -1.911 0.559 2.265  0.079
H -0.911 1.740 3.134  0.091
H -0.354 1.074 1.603  0.038
H -5.298 -1.214 0.716  0.093
H -6.121 -3.475 1.318  0.081
H -4.604 -5.413 1.281  0.081
H -2.221 -5.137 0.638  0.093
H 0.624 -0.873 1.817  0.042
H 1.111 -1.572 3.351  0.085
H -0.072 -2.422 2.326  0.078
H 3.042 -0.653 1.319  0.051
H 4.136 -2.053 1.344  0.055
H 3.430 -1.424 2.845  0.082
H 1.433 -4.549 2.300  0.067
H 2.382 -3.630 3.469  0.081
H 3.179 -4.347 2.071  0.056
O 3.359 5.175 3.451  -0.030
C 3.364 5.133 2.175  -0.623
O 3.632 6.066 1.415  -0.016
C 2.948 3.823 1.563  -0.077
C 2.844 3.614 0.206  -0.043
N 2.453 2.339 0.033  -0.009
N 2.279 1.690 1.185  0.102
C 2.581 2.573 2.133  -0.153
C 2.482 2.134 3.572  -0.519
O 2.734 3.043 4.483  0.055
O 2.146 0.998 3.851  0.040
H 3.018 4.016 4.079  0.037
H 3.019 4.290 -0.612  0.121
H 2.208 1.840 -0.823  0.032
C 1.598 2.560 -3.763  -0.284
Si 1.767 0.732 -3.207  0.343
C 1.061 -0.209 -4.719  -0.293
C 3.654 0.445 -3.405  -0.287
H 2.045 2.725 -4.752  0.007
H 2.084 3.246 -3.062  -0.008
H 0.543 2.847 -3.811  -0.002
H 1.554 0.100 -5.649  0.005
H -0.012 -0.024 -4.821  0.000
H 1.193 -1.289 -4.604  -0.010
H 3.997 0.703 -4.415  0.006
H 3.918 -0.600 -3.214  -0.012
H 4.218 1.054 -2.692  0.001

Calculated values
Calculated total energy ... -79379.677 eV
Energy relative to the best compared isomer or geometry (same formula, charge and spin) ... 0.294 eV
HOMO level ... -1.71 eV
Net charge ... -2
E_LUMO ... 4.1 eV
Spin multiplicity ... 1